[1]
This record from the Open Molecules 2025 dataset describes C17H20ClN5O in the gas phase in a non-equilibrium geometry. The level of theory is ωB97M-V/def2-TZVPD.

Structure (XYZ):
```
44
Properties=species:S:1:pos:R:3:forces:R:3:lowdin_charge:R:1
Cl 7.343 -0.497 -0.538 0.20 -0.02 -0.07 0.6773
O 0.020 0.984 2.283 -0.73 -0.32 -0.12 0.0525
N -2.116 -1.170 0.333 0.27 0.17 0.16 -0.1203
N -0.145 1.489 -1.248 -0.35 0.14 0.27 -0.0776
N 0.743 -0.627 0.993 -0.38 -0.32 -0.01 0.2150
N 1.354 1.186 2.132 1.20 0.18 -0.07 0.1479
N -2.008 1.783 -0.104 -0.35 -0.33 0.05 0.1077
C -0.203 2.811 -0.900 -0.06 0.29 0.07 -0.0673
C -4.424 -0.277 -0.140 0.13 -0.11 0.33 -0.0574
C -1.267 0.905 -0.739 -0.04 0.12 -0.26 -0.3184
C -0.294 -0.108 1.575 0.65 -0.18 0.08 -0.3190
C -1.552 -0.558 -0.861 0.16 -0.24 -0.18 -0.1037
C 3.473 -1.088 0.166 -0.10 0.20 0.16 -0.0279
C -1.704 -0.564 1.583 -0.41 0.02 0.28 -0.1071
C -3.801 -2.687 -0.572 -0.01 0.15 0.35 -0.0581
C -3.549 -1.456 0.300 -0.18 -0.22 -0.25 -0.4190
C -1.358 2.970 -0.195 0.25 0.12 -0.14 -0.1297
C 1.760 0.213 1.357 -1.01 0.36 0.51 -0.3108
C 0.896 0.867 -2.016 0.27 -0.33 -0.27 -0.0122
C 3.126 0.040 0.907 0.57 0.00 -0.14 -0.1707
C 4.769 -1.256 -0.280 0.18 0.06 -0.02 -0.0971
C 5.390 0.835 0.760 0.10 -0.05 -0.05 -0.0960
C 4.093 0.999 1.203 -0.14 -0.19 -0.08 -0.0139
C 5.721 -0.292 0.019 -0.27 0.01 0.08 -0.6740
H 2.717 -1.829 -0.046 -0.06 -0.07 -0.03 0.1131
H -1.807 -1.323 2.371 0.02 0.13 -0.01 0.1418
H 0.512 0.523 -2.979 0.09 0.03 0.04 0.0998
H -3.590 -2.480 -1.618 0.01 0.04 -0.16 0.0685
H 1.312 0.014 -1.475 -0.01 0.06 -0.04 0.0684
H 3.809 1.864 1.780 0.02 0.12 0.06 0.1154
H -2.311 0.312 1.862 0.09 -0.16 0.00 0.1285
H -4.841 -2.991 -0.489 -0.15 -0.05 -0.08 0.0768
H -4.414 -0.164 -1.221 0.00 0.04 -0.16 0.0755
H -5.452 -0.438 0.175 -0.16 -0.04 -0.04 0.0770
H 5.046 -2.128 -0.852 0.05 -0.06 -0.05 0.1057
H 0.567 3.502 -1.175 0.18 0.12 -0.08 0.1105
H 1.690 1.592 -2.189 -0.04 -0.04 0.01 0.0971
H -1.762 3.853 0.257 0.02 0.25 0.06 0.0959
H 6.145 1.572 0.984 0.08 0.05 0.00 0.1059
H -0.612 -1.076 -1.084 -0.14 0.14 -0.17 0.1107
H -3.166 -3.506 -0.248 0.04 -0.11 0.02 0.0772
H -3.818 -1.721 1.328 0.04 0.02 -0.05 0.1357
H -4.058 0.649 0.295 -0.08 0.07 0.01 0.0539
H -2.234 -0.732 -1.695 0.04 -0.04 -0.01 0.1224
```
Forces are in eV/Å.

Computed properties:
- LUMO energy (eV) = 0.34
- SMILES = CC(C)N(Cc1nc(-c2ccc(Cl)cc2)no1)Cc1nccn1C
- energy relative to the best compared isomer or geometry (same formula, charge and spin) (eV) = 0.000
- total energy (a.u.) = -1468.9940
- frontier orbital gap (Eh) = 0.3175

---

[2]
This record from the Open Molecules 2025 dataset describes a molecular structure, H3O2 in a non-equilibrium geometry. The level of theory is ωB97M-V/def2-TZVPD.

Structure (XYZ):
```
5
Properties=species:S:1:pos:R:3:forces:R:3:lowdin_charge:R:1
O -0.618 -0.887 -0.581 -0.56 0.34 0.26 -0.3840
O 0.706 0.857 0.517 -0.90 0.62 -0.96 -0.4023
H -1.076 -1.199 0.219 0.26 0.17 -0.48 -0.0697
H 0.363 1.585 -0.026 0.50 0.40 0.47 -0.0828
H -0.061 0.113 -0.136 0.69 -1.52 0.70 -0.0612
```
Forces are in eV/Å.

Computed properties:
- LUMO energy (eV) = 5.75
- energy relative to the best compared isomer or geometry (same formula, charge and spin) (eV) = 0.221
- total charge = -1
- total energy (a.u.) = -152.2747
- frontier orbital gap (Eh) = 0.3337

---

[3]
This record from the Open Molecules 2025 dataset describes 9 unconnected molecules or ions with the total composition C32H44Cl34O4 in a non-equilibrium geometry. The level of theory is ωB97M-V/def2-TZVPD.

Structure (XYZ):
```
114
Properties=species:S:1:pos:R:3:forces:R:3:lowdin_charge:R:1
Cl 10.283 -1.309 -6.770 -0.09 -0.24 0.09 0.5139
Cl 3.461 1.922 9.185 0.16 0.28 -0.07 0.5066
Cl -1.196 -5.757 3.719 -0.02 0.20 0.17 0.5110
Cl -9.864 -6.474 -2.931 0.17 -0.21 0.07 0.5176
Cl -9.246 -8.567 -1.019 0.08 0.12 -0.22 0.5134
Cl -7.104 -7.210 -2.426 -0.53 -0.17 -0.53 0.4726
Cl 1.642 -1.192 4.262 -0.15 2.42 -0.87 0.5774
Cl -4.304 -5.839 -1.419 -0.08 -0.01 0.20 0.5123
Cl -4.619 8.260 1.442 0.05 -0.29 -0.08 0.5251
Cl 8.427 -2.376 -4.810 0.39 0.05 -0.65 0.4758
Cl 10.895 -3.786 -5.389 -0.21 0.15 -0.10 0.5147
Cl 6.844 -1.426 -0.875 0.44 -0.92 -0.21 0.6034
Cl -3.197 6.646 -0.494 -0.15 -0.09 0.22 0.5105
Cl 5.070 4.168 10.068 -0.11 -0.12 -0.24 0.5167
Cl -3.722 5.599 2.175 -0.12 0.60 -0.01 0.5526
Cl 2.427 8.463 1.118 -0.09 -0.10 -0.27 0.5186
Cl 0.546 -3.935 5.150 -0.37 -0.38 0.09 0.4993
Cl -2.214 -3.203 4.645 0.13 -0.19 0.05 0.5172
Cl -5.896 5.924 0.289 0.28 0.10 0.07 0.5251
Cl 5.711 2.814 7.584 -0.18 0.17 0.23 0.4992
Cl -8.852 -9.031 -3.855 0.00 0.19 0.22 0.5196
Cl 1.928 9.348 -1.599 -0.01 -0.24 0.19 0.5218
Cl -4.207 -5.172 1.402 -0.12 -0.06 -0.22 0.5079
Cl -1.597 -5.296 6.557 0.08 0.14 -0.28 0.5273
Cl 0.405 7.143 -0.489 0.21 0.13 0.02 0.4975
Cl 3.217 6.797 -1.120 -0.21 0.17 0.11 0.5344
Cl 5.333 -2.348 -3.173 0.09 -0.05 0.19 0.5110
Cl 3.322 4.451 7.769 0.16 -0.14 0.15 0.5179
Cl -6.569 -4.535 -0.156 0.22 -0.15 0.06 0.5207
Cl 5.183 -3.795 -0.662 0.14 0.16 -0.18 0.5248
Cl 7.621 -3.869 -2.235 -0.40 -0.03 0.45 0.4937
Cl -5.949 -7.299 0.476 0.32 0.30 0.35 0.4971
Cl 8.770 -3.712 -7.362 0.13 0.14 0.20 0.5143
Cl 3.730 0.503 5.833 -1.20 1.24 -1.63 0.5151
O 0.441 -0.841 1.336 -0.27 -0.33 0.90 -0.2275
O 7.880 0.975 0.959 -4.04 3.12 0.03 0.0063
O 6.052 2.108 -0.024 0.68 -0.65 2.11 -0.1148
O 1.522 2.041 1.748 -0.92 -0.97 0.08 -0.1226
C 3.680 1.613 -0.840 0.72 1.66 0.07 -0.1366
C -1.115 -4.549 5.020 0.07 -0.03 0.05 -2.0156
C 1.688 3.341 -0.315 0.26 0.53 1.22 -0.1361
C 4.391 3.338 8.651 0.04 -0.11 0.02 -2.0224
C -2.295 -1.141 -3.695 -0.15 -0.10 -0.30 -0.2205
C -2.555 -4.614 -4.849 -0.29 0.07 -0.60 -0.1420
C 6.904 1.768 1.067 2.89 -2.51 -0.67 -0.2409
C 1.995 7.937 -0.523 0.05 0.03 -0.03 -2.0214
C 5.041 1.049 -0.214 -0.93 -0.77 -0.48 -0.2128
C 6.246 -2.860 -1.736 0.12 -0.03 0.17 -1.9920
C -3.751 -1.616 -3.192 -0.04 -0.07 0.56 -0.1907
C 2.972 2.912 4.371 1.04 -0.12 0.94 -0.1083
C -2.031 -3.185 -5.418 -0.43 -0.28 1.02 -0.2400
C -3.811 1.442 0.384 0.04 -0.30 -0.16 -0.2120
C 0.737 2.366 0.584 0.45 1.74 -1.75 -0.3059
C -3.165 2.912 0.172 -0.31 -0.75 -0.83 -0.2244
C -4.551 -0.895 -0.710 0.25 0.79 0.11 -0.1986
C -1.367 -2.352 -4.187 0.03 0.63 -0.72 -0.2193
C -0.194 0.170 2.148 -1.27 -0.26 0.48 -0.1991
C -8.766 -7.821 -2.558 0.06 0.03 -0.05 -2.0100
C -0.611 3.191 0.858 -1.01 -0.92 -1.47 -0.1271
C 0.792 1.286 2.726 -0.73 -0.98 1.01 -0.2508
C -4.355 6.605 0.852 -0.08 0.04 0.03 -2.0056
C 1.751 0.594 3.836 2.34 1.65 1.07 -0.4688
C 9.593 -2.795 -6.082 -0.06 0.12 0.02 -2.0198
C -3.802 -1.983 -1.618 -0.42 -0.51 0.13 -0.2147
C -1.625 2.826 -0.370 -1.09 -0.29 1.18 -0.1644
C 3.247 3.022 -0.154 0.40 0.20 -1.29 -0.1932
C -4.045 0.634 -0.983 -0.41 -0.16 -0.03 -0.2044
C -0.208 -2.128 1.505 -1.05 -0.30 0.10 -0.1214
C -5.258 -5.712 0.076 -0.07 -0.03 0.13 -2.0167
C 2.708 1.353 4.547 -1.63 -1.01 -1.15 -0.5870
H -1.855 -5.469 -5.175 -1.06 1.30 0.72 0.0760
H -1.503 1.723 -0.699 0.16 1.84 0.39 0.0994
H 0.149 2.035 3.327 0.73 -1.25 -0.82 0.1617
H 1.348 3.376 -1.413 0.55 -0.36 1.59 0.1328
H 3.646 3.135 0.917 -0.95 -0.39 -1.52 0.1079
H 2.810 0.878 -0.815 1.45 0.65 0.15 0.1184
H 0.194 -2.909 0.767 -0.45 1.51 0.90 0.1081
H -0.382 -1.896 -4.587 -1.42 -0.74 0.96 0.1069
H -0.095 -2.565 2.559 0.06 0.83 -1.35 0.0249
H -4.829 1.232 -1.581 1.14 -0.99 0.77 0.1168
H 3.806 3.830 -0.765 -0.85 -1.16 1.08 0.0916
H 3.922 1.879 -1.940 -0.56 -0.65 1.63 0.1239
H -1.342 -1.971 1.338 1.58 -0.47 0.07 0.0955
H 4.877 0.583 0.821 -0.04 0.33 -1.60 0.1395
H -3.150 0.801 1.077 -0.85 0.98 -0.95 0.0925
H -2.949 -2.610 -5.815 1.55 -0.77 0.54 0.1015
H 4.013 3.120 4.831 -1.66 -0.37 -0.71 0.0582
H -3.254 3.503 1.146 0.26 -0.96 -1.68 0.0156
H -1.492 3.518 -1.266 -0.01 -0.97 1.19 0.1091
H 1.531 4.412 0.087 0.27 -1.59 -0.62 0.0742
H -3.120 0.561 -1.648 -1.07 0.36 1.08 0.0809
H 6.735 2.206 2.121 -0.36 -0.13 -1.82 0.1625
H -1.749 -0.583 -2.854 -0.82 -0.80 -1.10 0.0957
H -4.341 -1.087 0.404 -0.38 -0.03 -1.60 0.1006
H -1.286 -3.324 -6.282 -1.15 0.18 1.38 0.1016
H 5.482 0.310 -0.970 -0.95 1.26 1.55 0.0272
H -2.754 -2.212 -1.190 -1.49 0.51 -0.75 0.1133
H -0.492 4.325 0.833 0.22 -1.53 0.29 0.1001
H -1.080 0.597 1.536 1.53 -0.27 0.95 0.1137
H -4.518 -0.786 -3.357 1.04 -1.05 0.07 0.1079
H 0.532 1.464 -0.113 0.16 0.98 1.69 0.1442
H -5.691 -0.951 -0.862 1.72 -0.01 0.19 0.1120
H 3.031 3.271 3.292 -0.47 -0.79 1.40 0.0714
H -3.797 3.412 -0.649 0.78 -0.50 1.37 0.0965
H -4.396 -2.964 -1.524 0.93 1.42 0.00 0.0469
H -1.153 -3.029 -3.280 -0.16 0.89 -1.51 0.1054
H 2.248 3.563 4.994 0.92 -1.23 -1.12 0.0812
H -3.606 -4.852 -5.264 1.66 0.29 0.62 0.0744
H -2.415 -0.388 -4.558 0.16 -1.16 1.20 0.1137
H -2.642 -4.569 -3.704 0.22 -0.18 -1.73 0.0401
H -0.695 -0.329 3.067 0.89 0.80 -1.26 0.1247
H -4.131 -2.542 -3.769 0.78 1.56 0.71 0.1023
H -1.177 2.910 1.806 1.00 0.25 -1.10 0.1027
H -4.846 1.497 0.899 1.65 0.13 -0.72 0.1216
```
Forces are in eV/Å.

Computed properties:
- LUMO energy (eV) = -0.13
- SMILES = CCCCCCCCCCCC[C@@H](CCCCOC=O)O[C@@H](COC)/C(Cl)=C(\C)Cl.ClC(Cl)(Cl)Cl.ClC(Cl)(Cl)Cl.ClC(Cl)(Cl)Cl.ClC(Cl)(Cl)Cl.ClC(Cl)(Cl)Cl.ClC(Cl)(Cl)Cl.ClC(Cl)(Cl)Cl.ClC(Cl)(Cl)Cl
- energy relative to the best compared isomer or geometry (same formula, charge and spin) (eV) = 5.754
- total energy (a.u.) = -17192.8039
- frontier orbital gap (Eh) = 0.3352

---

[4]
This record from the Open Molecules 2025 dataset describes C5H7NO in the gas phase. The level of theory is ωB97M-V/def2-TZVPD.

Structure (XYZ):
```
14
Properties=species:S:1:pos:R:3:forces:R:3:lowdin_charge:R:1
O 2.057 1.268 1.541 -0.17 -0.43 -0.34 0.1241
N -0.981 1.099 -0.304 -0.05 0.26 0.04 0.0286
C -1.570 -0.133 -0.818 -0.14 -0.19 -0.17 -0.1342
C 1.614 0.407 0.835 0.12 0.17 0.22 -0.3663
C 0.571 -0.618 0.631 -0.11 -0.02 0.15 -0.1506
C -0.839 -0.127 0.470 0.02 -0.12 0.19 -0.2938
C 1.631 -0.277 -0.462 0.14 0.09 -0.14 -0.0126
H -1.677 1.716 0.101 0.06 -0.09 -0.08 0.0999
H 1.298 0.279 -1.336 0.04 -0.02 0.15 0.1085
H -2.653 -0.245 -0.792 0.18 0.00 0.02 0.1026
H -1.445 -0.227 1.371 0.09 0.05 -0.14 0.1407
H 0.688 -1.586 1.117 0.00 0.17 -0.07 0.1417
H 2.398 -1.027 -0.643 -0.13 0.10 0.03 0.1093
H -1.092 -0.528 -1.712 -0.04 0.04 0.15 0.1021
```
Forces are in eV/Å.

Computed properties:
- LUMO energy (eV) = 0.93
- SMILES = O=C1C[C@@H]1[C@@H]1CN1
- energy relative to the best compared isomer or geometry (same formula, charge and spin) (eV) = 2.955
- total energy (a.u.) = -324.6159
- frontier orbital gap (Eh) = 0.3617